# C29H35N7

A cluster of 7 separate species, C29H35N7 in total (wB97M-V/def2-TZVPD, OMol25).

XYZ file:
```
71
Properties=species:S:1:pos:R:3
N 0.68 -31.13 -24.71
C -0.70 -31.00 -24.65
C -1.08 -31.09 -23.30
C 0.10 -31.27 -22.57
C 1.22 -31.28 -23.45
H 1.21 -31.02 -25.57
H -1.18 -30.88 -25.61
H -2.09 -31.06 -22.94
H 0.19 -31.30 -21.50
H 2.30 -31.27 -23.35
N 10.41 -29.37 -22.99
C 10.53 -28.69 -21.83
C 11.27 -27.56 -22.06
C 11.69 -27.62 -23.41
C 11.03 -28.66 -23.98
H 9.95 -30.25 -23.20
H 10.06 -29.09 -20.94
H 11.58 -26.81 -21.35
H 12.33 -26.89 -23.88
H 11.14 -29.09 -24.97
N 6.30 -24.07 -24.40
C 6.42 -22.95 -25.21
C 5.14 -22.50 -25.46
C 4.23 -23.40 -24.94
C 4.97 -24.34 -24.22
H 7.11 -24.48 -23.96
H 7.41 -22.54 -25.37
H 4.78 -21.64 -26.00
H 3.16 -23.50 -24.99
H 4.74 -25.24 -23.67
N 0.09 -18.90 -12.79
C -0.36 -19.29 -14.03
C -0.58 -20.66 -13.95
C -0.40 -21.03 -12.58
C 0.04 -19.88 -11.91
H 0.50 -18.00 -12.59
H -0.43 -18.54 -14.80
H -0.92 -21.27 -14.77
H -0.56 -22.03 -12.21
H 0.40 -19.63 -10.92
N 2.71 -25.52 -16.04
C 3.02 -26.57 -16.87
C 4.33 -26.39 -17.40
C 4.78 -25.09 -16.95
C 3.76 -24.57 -16.12
H 1.83 -25.49 -15.53
H 2.33 -27.41 -16.91
H 4.80 -26.95 -18.20
H 5.73 -24.63 -17.15
H 3.67 -23.69 -15.50
N 5.89 -18.53 -20.62
C 6.83 -17.53 -20.72
C 6.75 -16.87 -19.52
C 5.77 -17.52 -18.69
C 5.28 -18.57 -19.43
H 5.85 -19.23 -21.35
H 7.49 -17.33 -21.55
H 7.31 -16.01 -19.19
H 5.45 -17.17 -17.72
H 4.55 -19.32 -19.15
N 8.69 -30.06 -12.04
C 8.75 -29.15 -13.06
C 9.69 -29.07 -14.03
C 10.67 -30.16 -14.03
C 10.66 -31.05 -13.00
C 9.69 -30.98 -12.00
H 7.92 -28.46 -13.12
H 9.67 -28.30 -14.79
H 11.43 -30.22 -14.79
H 11.50 -31.72 -12.92
H 9.67 -31.76 -11.25
```

Its SMILES is c1cc[nH]c1.c1cc[nH]c1.c1cc[nH]c1.c1cc[nH]c1.c1cc[nH]c1.c1cc[nH]c1.c1ccncc1. The energy above the lowest of the compared OMol25 structures with the same formula, charge and spin is 68.3 kJ/mol. For the LUMO energy, the calculation gives 0.439 eV. The gap between HOMO and LUMO is 8.52 eV. The highest occupied orbital energy comes out at -8.1 eV. As for the maximum force: 3.498 eV/A. The total charge is 0.

# C29H35N7O4Tl

A structure of composition C29H35N7O4Tl (wB97M-V/def2-TZVPD, OMol25).

XYZ file:
```
76
Properties=species:S:1:pos:R:3
Tl -1.75 0.99 -1.84
C 0.51 -1.07 -3.73
C 1.80 -0.94 -2.95
C 2.77 -1.94 -2.90
C 3.97 -1.73 -2.21
C 4.18 -0.50 -1.59
C 3.24 0.52 -1.58
C 3.56 1.81 -0.88
C 2.04 0.30 -2.29
N 1.03 1.28 -2.17
C 1.28 2.49 -2.69
O 2.15 2.78 -3.51
C 0.33 3.58 -2.17
C 0.49 4.92 -2.51
C -0.33 5.88 -1.93
C -1.26 5.48 -0.97
C -1.37 4.11 -0.71
N -0.60 3.20 -1.30
C -2.29 3.60 0.40
O -2.91 4.43 1.07
N -2.28 2.29 0.52
C -2.81 1.72 1.71
C -3.94 0.87 1.64
C -4.65 0.72 0.31
C -4.32 0.20 2.80
C -3.65 0.37 4.01
C -2.58 1.27 4.07
C -2.17 1.99 2.94
C -1.00 2.93 2.99
H 0.65 -1.82 -4.52
H 0.23 -0.13 -4.22
H -0.33 -1.41 -3.14
H 2.52 -2.90 -3.36
H 4.72 -2.49 -2.15
H 5.10 -0.30 -1.04
H 4.46 1.59 -0.31
H 2.72 2.16 -0.22
H 3.80 2.57 -1.61
H 1.29 5.15 -3.22
H -0.20 6.93 -2.20
H -1.91 6.18 -0.47
H -4.74 1.68 -0.22
H -5.64 0.29 0.47
H -4.14 0.05 -0.37
H -5.17 -0.47 2.72
H -3.96 -0.19 4.87
H -2.06 1.46 5.00
H -0.55 2.83 3.98
H -1.30 3.98 2.80
H -0.26 2.73 2.20
N -0.43 0.01 0.25
C -0.78 -1.10 1.09
C 0.36 -1.62 1.96
C 1.66 -1.96 1.21
C 1.50 -3.14 0.26
N 0.99 -4.33 0.92
C 1.46 -5.51 0.70
N 2.62 -5.84 0.02
N 0.75 -6.64 1.07
C -1.58 -2.18 0.27
O -1.55 -3.44 0.66
O -2.29 -1.84 -0.64
H 0.51 -0.02 -0.14
H -0.54 0.90 0.72
H -1.60 -0.76 1.75
H 0.03 -2.52 2.51
H 0.60 -0.91 2.74
H 2.43 -2.17 1.95
H 1.99 -1.13 0.62
H 2.44 -3.28 -0.27
H 0.77 -2.81 -0.50
H -0.71 -3.66 1.16
H 3.05 -5.13 -0.55
H 2.57 -6.74 -0.44
H -0.15 -6.36 1.46
H 1.23 -7.27 1.70
```

For the LUMO energy, the calculation gives 2.255 eV. The gap between HOMO and LUMO is 7.14 eV. The highest occupied orbital energy comes out at -4.9 eV. As for the maximum force: 1.332 eV/A. The total charge is -1.

# C29H35N7P2Pb

A structure of composition C29H35N7P2Pb (wB97M-V/def2-TZVPD, OMol25).

XYZ file:
```
74
Properties=species:S:1:pos:R:3
Pb 0.10 1.10 3.41
C -2.08 1.88 -4.87
C -2.19 0.62 -4.43
C -1.38 -0.56 -4.87
C 0.05 -0.26 -5.39
C 0.89 0.61 -4.49
C 0.96 1.94 -4.53
C 0.24 2.83 -5.50
C -1.17 2.37 -5.95
C 2.04 1.00 4.57
H -2.73 2.66 -4.46
H -3.00 0.35 -3.75
H -1.93 -1.09 -5.67
H -1.31 -1.27 -4.03
H 0.56 -1.24 -5.46
H 0.00 0.14 -6.41
H 1.52 0.03 -3.80
H 1.66 2.47 -3.87
H 0.84 2.97 -6.41
H 0.15 3.83 -5.05
H -1.66 3.26 -6.39
H -1.08 1.64 -6.76
H 1.76 1.45 5.54
H 2.90 1.53 4.15
H 2.30 -0.06 4.74
P 1.60 -0.37 1.54
P -1.54 -0.76 1.49
N 2.65 0.88 0.90
N 2.78 -1.64 1.92
N -2.39 0.43 0.47
N -2.89 -1.81 1.76
C 0.83 -0.97 0.00
C -0.55 -1.65 0.23
C 2.65 2.23 1.27
C 3.62 2.88 0.52
C 4.24 1.91 -0.33
C 3.62 0.69 -0.09
C 3.73 -1.57 2.95
C 4.41 -2.78 3.02
C 3.87 -3.63 2.00
C 2.87 -2.92 1.36
C -2.64 1.74 0.90
C -2.90 2.53 -0.21
C -2.82 1.69 -1.37
C -2.55 0.41 -0.92
C -3.95 -2.18 0.91
C -4.82 -3.00 1.62
C -4.28 -3.16 2.95
C -3.11 -2.43 3.01
H 1.54 -1.67 -0.48
H 0.73 -0.11 -0.68
H -1.09 -1.70 -0.73
H -0.40 -2.69 0.58
H 1.97 2.61 2.03
H 3.86 3.93 0.59
H 5.04 2.09 -1.03
H 3.79 -0.30 -0.50
H 3.84 -0.67 3.53
H 5.20 -3.03 3.71
H 4.19 -4.64 1.77
H 2.22 -3.21 0.54
H -2.65 1.98 1.95
H -3.12 3.59 -0.22
H -2.94 2.00 -2.40
H -2.49 -0.52 -1.48
H -4.01 -1.80 -0.10
H -5.74 -3.43 1.25
H -4.72 -3.74 3.75
H -2.40 -2.25 3.81
N -0.57 -0.31 5.30
C -0.74 -0.47 6.46
N -0.92 -0.73 7.70
C -0.42 -0.08 8.72
N -0.04 0.44 9.71
```

The energy above the lowest of the compared OMol25 structures with the same formula, charge and spin is 0.0 kJ/mol. For the LUMO energy (spin up / spin down), the calculation gives -9.736 / -9.540 eV. The gap between HOMO and LUMO (spin up / spin down) is 3.61 / 3.81 eV. The highest occupied orbital energy (spin up / spin down) comes out at -13.4 / -13.4 eV. As for the maximum force: 3.255 eV/A. The total charge is +2.

# C29H35N7P2Pt

A structure of composition C29H35N7P2Pt (wB97M-V/def2-TZVPD, OMol25).

XYZ file:
```
74
Properties=species:S:1:pos:R:3
Pt -1.65 0.41 -1.23
C 0.36 -1.99 -0.56
C -0.23 -1.48 -1.71
C -1.09 -2.37 -2.59
C -2.60 -2.18 -2.47
C -3.00 -1.49 -1.17
C -2.69 -2.07 0.07
C -1.81 -3.21 0.30
C -0.24 -2.95 0.36
C -2.29 1.40 0.40
H 1.35 -1.65 -0.28
H 0.42 -0.81 -2.30
H -0.86 -3.43 -2.44
H -0.84 -2.14 -3.64
H -2.96 -1.54 -3.29
H -3.12 -3.14 -2.60
H -4.00 -1.02 -1.23
H -3.12 -1.60 0.96
H -2.01 -4.06 -0.38
H -2.07 -3.57 1.31
H -0.02 -2.63 1.40
H 0.25 -3.93 0.24
H -1.63 1.12 1.24
H -3.32 1.12 0.65
H -2.18 2.48 0.22
P -6.12 -2.30 -3.56
P -3.47 -2.94 -5.86
N -6.98 -3.24 -2.37
N -7.62 -1.56 -4.18
N -2.92 -4.58 -5.57
N -3.10 -3.01 -7.57
C -6.08 -3.66 -4.81
C -5.30 -3.25 -6.08
C -6.90 -2.93 -1.00
C -7.79 -3.75 -0.32
C -8.45 -4.58 -1.29
C -7.94 -4.24 -2.54
C -7.80 -0.17 -4.24
C -9.03 0.10 -4.81
C -9.65 -1.15 -5.13
C -8.78 -2.15 -4.71
C -1.86 -4.95 -4.72
C -2.00 -6.28 -4.39
C -3.15 -6.78 -5.08
C -3.69 -5.72 -5.80
C -3.09 -4.06 -8.51
C -2.71 -3.54 -9.74
C -2.57 -2.12 -9.58
C -2.85 -1.82 -8.26
H -7.08 -4.00 -5.11
H -5.61 -4.53 -4.31
H -5.49 -3.99 -6.88
H -5.66 -2.29 -6.47
H -6.19 -2.18 -0.67
H -7.96 -3.76 0.74
H -9.20 -5.34 -1.11
H -8.16 -4.65 -3.51
H -7.01 0.48 -3.89
H -9.46 1.08 -4.99
H -10.59 -1.31 -5.64
H -8.89 -3.22 -4.77
H -1.08 -4.24 -4.45
H -1.39 -6.84 -3.69
H -3.58 -7.76 -5.03
H -4.57 -5.69 -6.43
H -3.36 -5.07 -8.24
H -2.51 -4.12 -10.63
H -2.27 -1.42 -10.35
H -2.90 -0.88 -7.73
N 0.16 0.89 -0.52
C 1.12 1.22 0.07
N 2.25 1.70 0.36
C 3.11 1.62 1.33
N 3.98 1.66 2.11
```

The spin multiplicity is 5. For the LUMO energy (spin up / spin down), the calculation gives -6.061 / -9.140 eV. The gap between HOMO and LUMO (spin up / spin down) is 6.10 / 3.02 eV. The highest occupied orbital energy (spin up / spin down) comes out at -12.2 / -12.2 eV. As for the maximum force: 2.970 eV/A. The total charge is +2.

# C29H36Br4N3O2SiZr

A structure of composition C29H36Br4N3O2SiZr (wB97M-V/def2-TZVPD, OMol25).

XYZ file:
```
76
Properties=species:S:1:pos:R:3
Zr 1.25 -0.58 0.45
C -0.37 0.18 1.83
Si -1.81 0.56 0.71
C -1.79 -0.98 -0.45
N -0.47 -1.14 -1.14
C -0.17 -2.56 -1.54
C -0.52 -2.91 -2.98
C -1.77 -2.17 -3.44
C -1.52 -0.65 -3.37
C -0.41 -0.31 -2.39
C -3.52 0.66 1.43
C -4.21 -0.49 1.83
C -5.47 -0.41 2.39
C -6.07 0.83 2.57
C -5.41 1.99 2.17
C -4.14 1.90 1.61
C -1.38 2.06 -0.31
C -2.20 2.50 -1.35
C -1.79 3.48 -2.23
C -0.53 4.06 -2.08
C 0.29 3.67 -1.03
C -0.13 2.68 -0.15
H -0.72 -0.59 2.53
H -0.09 1.05 2.43
H -2.61 -1.00 -1.16
H -1.94 -1.85 0.19
H -0.70 -3.21 -0.85
H 0.91 -2.73 -1.40
H -0.66 -3.99 -3.05
H 0.31 -2.66 -3.64
H -2.61 -2.45 -2.80
H -2.04 -2.47 -4.45
H -2.44 -0.11 -3.13
H -1.20 -0.28 -4.35
H -0.43 0.74 -2.12
H 0.57 -0.49 -2.84
H -3.76 -1.47 1.71
H -5.99 -1.31 2.70
H -7.06 0.90 3.00
H -5.87 2.95 2.31
H -3.63 2.80 1.31
H -3.18 2.05 -1.48
H -2.44 3.81 -3.03
H -0.20 4.83 -2.77
H 1.26 4.14 -0.89
H 0.51 2.41 0.68
N 0.60 -2.69 1.48
C 0.92 -3.00 2.91
C 2.42 -3.09 3.15
C 3.14 -1.74 2.96
C 4.04 -1.67 1.74
N 3.26 -1.89 0.48
H -0.41 -2.68 1.41
H 0.90 -3.48 0.92
H 0.44 -3.94 3.20
H 0.50 -2.21 3.52
H 2.86 -3.86 2.51
H 2.56 -3.45 4.17
H 3.76 -1.53 3.83
H 2.41 -0.93 2.93
H 4.85 -2.39 1.81
H 4.47 -0.67 1.67
H 3.18 -2.89 0.31
H 3.78 -1.52 -0.31
Br 5.20 5.20 -0.15
C 4.25 3.62 -0.55
C 3.99 3.27 -1.87
Br 4.59 4.35 -3.29
C 3.27 2.10 -2.16
Br 2.82 1.57 -3.90
C 2.83 1.30 -1.12
O 2.08 0.20 -1.25
C 3.08 1.67 0.21
O 2.51 0.85 1.12
C 3.78 2.82 0.50
Br 4.04 3.25 2.31
```

For the LUMO energy, the calculation gives -2.792 eV. The gap between HOMO and LUMO is 7.72 eV. The highest occupied orbital energy comes out at -10.5 eV. As for the maximum force: 0.458 eV/A. The total charge is +1.

# C29H36Cl2N4O2P2Pt

A structure of composition C29H36Cl2N4O2P2Pt (wB97M-V/def2-TZVPD, OMol25).

XYZ file:
```
76
Properties=species:S:1:pos:R:3
Pt 1.40 -0.85 1.13
C -0.78 2.20 -3.76
C -1.57 2.69 -2.80
C -2.90 2.17 -2.36
C -3.28 0.70 -2.68
C -2.29 -0.41 -2.41
C -1.06 -0.55 -2.95
C -0.84 -0.27 -4.40
C -1.16 1.19 -4.80
C 2.44 -2.61 1.57
H 0.23 2.60 -3.91
H -1.35 3.67 -2.36
H -3.70 2.79 -2.81
H -2.99 2.34 -1.27
H -4.15 0.50 -2.03
H -3.65 0.64 -3.72
H -2.78 -1.28 -1.94
H -0.20 -1.01 -2.43
H -1.53 -0.90 -5.00
H 0.19 -0.53 -4.68
H -0.55 1.41 -5.69
H -2.22 1.27 -5.09
H 3.48 -2.41 1.25
H 2.10 -3.55 1.12
H 2.39 -2.67 2.67
P -0.53 -1.80 0.79
P 0.63 1.26 0.98
N -0.48 -2.92 -0.51
N -1.27 -2.74 2.04
N 1.42 2.09 -0.30
N 0.78 2.43 2.25
C -1.62 -0.39 0.43
C -1.15 1.06 0.78
C 0.69 -3.29 -1.20
C 0.39 -4.31 -2.09
C -1.02 -4.56 -1.99
C -1.53 -3.69 -1.04
C -0.55 -3.62 2.87
C -1.44 -4.21 3.76
C -2.75 -3.72 3.46
C -2.62 -2.84 2.38
C 2.65 1.68 -0.83
C 2.95 2.47 -1.93
C 1.89 3.42 -2.08
C 0.98 3.19 -1.05
C 0.82 3.83 2.17
C 0.93 4.34 3.45
C 0.88 3.23 4.36
C 0.73 2.09 3.61
H -2.62 -0.56 0.85
H -1.74 -0.40 -0.66
H -1.47 1.79 0.01
H -1.61 1.39 1.72
H 1.61 -2.80 -0.96
H 1.10 -4.83 -2.73
H -1.58 -5.30 -2.56
H -2.54 -3.58 -0.68
H 0.51 -3.72 2.76
H -1.18 -4.94 4.51
H -3.67 -3.98 3.96
H -3.36 -2.26 1.86
H 3.18 0.86 -0.37
H 3.82 2.40 -2.56
H 1.79 4.15 -2.87
H 0.05 3.68 -0.81
H 0.76 4.32 1.21
H 1.01 5.39 3.71
H 0.94 3.25 5.43
H 0.58 1.06 3.90
Cl 5.98 0.09 2.88
C 4.55 0.84 3.59
Cl 4.32 2.57 3.24
C 3.29 0.07 3.12
O 2.60 -0.48 3.99
O 3.07 0.14 1.84
H 4.63 0.75 4.67
```

The spin multiplicity is 5. The energy above the lowest of the compared OMol25 structures with the same formula, charge and spin is 0.0 kJ/mol. For the LUMO energy (spin up / spin down), the calculation gives -6.031 / -9.799 eV. The gap between HOMO and LUMO (spin up / spin down) is 5.22 / 3.55 eV. The highest occupied orbital energy (spin up / spin down) comes out at -11.2 / -13.3 eV. As for the maximum force: 5.319 eV/A. The total charge is +2.